Molecular formula: C23H24O3PRh
Method: DFT, the ωB97M-V functional and the def2-TZVPD basis

CARTESIAN COORDINATES (ANGSTROEM)
Rh: 0.1868 -1.3713 -0.0621
C: -0.8583 -4.4084 0.1376
O: -0.4595 -3.3963 -0.8105
C: 0.5956 -3.8082 -1.6980
C: 1.9259 -3.6961 -1.0207
O: 2.1236 -2.3013 -0.7264
C: 3.3420 -2.0654 0.0018
H: -1.0206 -5.3482 -0.3864
H: -1.7923 -4.0749 0.5777
H: -0.1061 -4.5448 0.9149
H: 0.5508 -3.1337 -2.5512
H: 0.4224 -4.8271 -2.0439
H: 2.7149 -4.0533 -1.6843
H: 1.9628 -4.2703 -0.0914
H: 4.1777 -2.4903 -0.5512
H: 3.2889 -2.5173 0.9926
H: 3.4662 -0.9898 0.0807
O: 0.6192 -1.9859 2.1089
C: -0.1317 -1.1021 1.9758
C: -0.7460 0.0638 2.5550
C: -0.9346 0.1832 3.9271
C: -1.6175 1.2889 4.4095
C: -2.1030 2.2372 3.5258
C: -1.9143 2.1012 2.1418
C: -1.2283 1.0127 1.6630
P: -0.8942 0.6431 -0.0932
C: -1.8555 1.7504 -1.1056
C: -3.1219 1.3619 -1.5395
C: -3.9279 2.2802 -2.1949
C: -3.4721 3.5732 -2.4099
C: -2.2075 3.9593 -1.9801
C: -1.3876 3.0494 -1.3306
C: 0.8811 0.9753 -0.3760
C: 1.3230 0.9222 -1.7123
C: 2.6234 1.2736 -2.0187
C: 3.4906 1.6725 -1.0043
C: 3.0702 1.7116 0.3216
C: 1.7717 1.3590 0.6420
H: -0.5660 -0.5843 4.5974
H: -1.7855 1.3993 5.4725
H: -2.6430 3.0937 3.9096
H: -2.3126 2.8359 1.4522
H: -3.4727 0.3498 -1.3754
H: -4.9081 1.9844 -2.5443
H: -4.1066 4.2877 -2.9191
H: -1.8584 4.9688 -2.1525
H: -0.4004 3.3482 -0.9990
H: 0.6327 0.6425 -2.4997
H: 2.9626 1.2487 -3.0459
H: 4.5058 1.9582 -1.2521
H: 3.7553 2.0196 1.1007
H: 1.4391 1.4136 1.6711

## Properties
Kohn-Sham gap (alpha / beta) = 7.1797 / 7.1296 eV
Total charge = +2
ΔE to the lowest compared entry with this formula, charge and spin = 0.0 kJ/mol

Results of the Mulliken charge analysis, in e, for atoms 1 through 8: atom 1 (Rh): -0.25, atom 2 (C): -0.85, atom 3 (O): -0.33, atom 4 (C): -0.70, atom 5 (C): -0.36, atom 6 (O): -0.14, atom 7 (C): -0.62, atom 8 (H): 0.35

***

Molecular formula: C23H25As2BCrF7N4O3S3Se
Method: DFT, the ωB97M-V functional and the def2-TZVPD basis

CARTESIAN COORDINATES (ANGSTROEM)
Cr: -0.9653 0.2792 -0.0853
C: 3.1959 0.0742 1.1126
As: 1.4848 -0.5584 1.8391
C: 2.1742 -2.1906 2.6767
C: 1.4331 0.6224 3.4129
C: 2.4530 0.6234 4.3608
C: 2.3746 1.4048 5.5022
C: 1.2580 2.2016 5.7126
C: 0.2464 2.2255 4.7663
C: 0.3289 1.4556 3.6081
As: -1.1014 1.5519 2.2713
C: -1.3651 3.4924 2.2744
C: -2.6541 1.0775 3.3439
H: 4.0199 -0.1530 1.7913
H: 3.1412 1.1494 0.9515
H: 3.3546 -0.4072 0.1488
H: 3.0580 -1.9869 3.2842
H: 2.4459 -2.8743 1.8707
H: 1.3875 -2.6415 3.2744
H: 3.3198 -0.0118 4.2145
H: 3.1747 1.3816 6.2332
H: 1.1750 2.8035 6.6100
H: -0.6196 2.8540 4.9412
H: -1.3384 3.8812 3.2937
H: -2.3387 3.7096 1.8434
H: -0.5979 3.9727 1.6720
H: -2.7427 1.7694 4.1839
H: -2.5531 0.0589 3.7025
H: -3.5317 1.1540 2.7037
S: -4.2920 0.9048 -0.2024
C: -2.7579 1.3543 -0.4374
F: -2.7675 -2.3624 3.6279
B: -1.5494 -2.2118 2.9589
F: -0.9499 -3.4492 2.7246
F: -0.6743 -1.4138 3.7536
F: -1.7578 -1.5274 1.7319
Se: -2.4225 -1.1238 -2.9532
N: -1.3676 -1.2582 -1.4711
C: -0.7487 -2.4618 -1.5430
C: 0.1070 -2.9957 -0.5662
C: 0.7009 -4.2291 -0.7595
C: 0.4540 -4.9728 -1.9199
C: -0.4115 -4.4929 -2.8840
C: -1.0421 -3.2441 -2.7145
N: -1.9222 -2.7256 -3.5927
H: 0.2534 -2.4572 0.3610
H: 1.3425 -4.6328 0.0153
H: 0.9318 -5.9374 -2.0541
H: -0.6314 -5.0585 -3.7820
F: 3.1022 2.8695 -0.8303
C: 1.8092 2.9020 -1.2038
F: 1.0838 3.0671 -0.0838
F: 1.6425 3.9943 -1.9620
S: 1.3152 1.3599 -2.1063
O: 2.4133 1.1473 -3.0085
O: 0.0418 1.7126 -2.6740
O: 1.2117 0.3954 -1.0076
C: -0.9582 5.5649 -4.9328
C: -1.5799 4.3174 -4.3732
C: -1.8823 3.2274 -5.1858
C: -2.4736 2.1440 -4.5717
N: -2.7247 2.1050 -3.2680
C: -2.3200 3.1538 -2.5746
S: -2.4681 3.1519 -0.8315
N: -1.8064 4.2876 -3.0691
H: -1.6113 6.0264 -5.6770
H: -0.0119 5.3259 -5.4213
H: -0.7721 6.2720 -4.1279
H: -1.6560 3.2274 -6.2434
H: -2.7500 1.2574 -5.1342

## Properties
2S+1 = 6
Kohn-Sham gap (alpha / beta) = 4.4716 / 6.7045 eV
Total charge = -2
ΔE to the lowest compared entry with this formula, charge and spin = 130.2 kJ/mol
<S²> = 8.80

Results of the Mulliken charge analysis, in e, for atoms 1 through 8: atom 1 (Cr): 1.81, atom 2 (C): -1.39, atom 3 (As): 1.24, atom 4 (C): -1.41, atom 5 (C): 0.14, atom 6 (C): -0.53, atom 7 (C): -0.75, atom 8 (C): -0.81

***

Molecular formula: C23H25AuGeN6O2Se2
Method: DFT, the ωB97M-V functional and the def2-TZVPD basis

CARTESIAN COORDINATES (ANGSTROEM)
Au: 0.3286 -0.6172 0.6947
O: -1.9511 -1.7867 0.8745
N: -3.0442 -1.2876 0.9177
N: -2.9908 0.1200 0.7445
O: -1.9021 0.6783 0.5562
C: -4.2249 0.8098 0.7805
C: -5.4226 0.1041 0.9193
C: -6.6017 0.8258 0.9509
C: -6.5842 2.2114 0.8459
C: -5.3804 2.8952 0.7068
C: -4.1878 2.1998 0.6719
H: -5.4388 -0.9715 0.9933
H: -7.5395 0.2988 1.0559
H: -7.5138 2.7629 0.8707
H: -5.3731 3.9729 0.6259
H: -3.2440 2.7132 0.5638
Se: 5.8427 0.1078 6.0513
N: 4.0651 0.0340 6.1220
C: 3.6394 -0.0891 4.8928
C: 2.2276 -0.1360 4.5369
C: 1.2033 -0.0297 5.4826
C: -0.1076 -0.0759 5.0595
C: -0.3725 -0.2287 3.7042
N: 0.5955 -0.3330 2.8017
C: 1.8846 -0.2896 3.1958
C: 2.9178 -0.4029 2.1597
N: 2.5084 -0.5484 0.8845
C: 3.4019 -0.6434 -0.0910
C: 4.7691 -0.6019 0.1543
C: 5.2114 -0.4579 1.4519
C: 4.2728 -0.3539 2.4821
C: 4.6465 -0.1950 3.8810
N: 5.8864 -0.1569 4.2920
H: 1.4583 0.0876 6.5274
H: -0.9276 0.0040 5.7578
H: -1.3879 -0.2690 3.3337
H: 3.0100 -0.7511 -1.0933
H: 5.4611 -0.6829 -0.6713
H: 6.2654 -0.4216 1.6927
C: 1.5831 0.9507 -5.7958
Ge: 0.1548 0.2556 -4.6776
C: -1.2681 1.5432 -4.3531
C: -0.5399 -1.4527 -5.3063
C: 1.0114 -0.0705 -2.8850
Se: -0.2045 -0.9890 -1.6768
C: 0.3852 -2.8174 -1.9547
H: 1.2107 1.1634 -6.7974
H: 2.3949 0.2292 -5.8896
H: 1.9880 1.8769 -5.3882
H: -1.8515 1.6991 -5.2601
H: -0.8569 2.5063 -4.0504
H: -1.9535 1.1960 -3.5780
H: -1.0279 -1.3128 -6.2707
H: -1.2858 -1.8694 -4.6272
H: 0.2598 -2.1808 -5.4471
H: 1.2645 0.8804 -2.4157
H: 1.9127 -0.6763 -2.9820
H: 0.1994 -3.0587 -2.9986
H: -0.2183 -3.4531 -1.3118
H: 1.4403 -2.9159 -1.7148

## Properties
2S+1 = 3
Kohn-Sham gap (alpha / beta) = 7.8459 / 6.4794 eV
Total charge = +2
<S²> = 2.02

Results of the Mulliken charge analysis, in e, for atoms 1 through 8: atom 1 (Au): 0.71, atom 2 (O): -0.25, atom 3 (N): -0.31, atom 4 (N): 0.95, atom 5 (O): -0.53, atom 6 (C): 0.45, atom 7 (C): -0.25, atom 8 (C): -0.63

***

Molecular formula: C23H25BF6IrN5O8S4
Method: DFT, the ωB97M-V functional and the def2-TZVPD basis

CARTESIAN COORDINATES (ANGSTROEM)
Ir: 1.0082 -0.1637 0.0959
F: -0.4202 3.6852 2.6877
C: -0.1050 2.7389 3.5573
F: 1.1810 2.8191 3.8619
F: -0.8390 2.8579 4.6460
S: -0.4620 1.1056 2.7776
O: 0.5142 1.1723 1.6321
O: -1.8347 1.0722 2.4087
N: -0.0110 0.1216 3.8969
S: 0.6125 -1.2655 3.4762
O: 0.4243 -1.4942 2.0344
O: 0.2515 -2.3402 4.3260
C: 2.4047 -0.9637 3.8170
F: 3.1179 -2.0260 3.4735
F: 2.5374 -0.7365 5.1131
F: 2.8371 0.1041 3.1462
B: -0.0751 1.9631 -2.3987
N: -1.0934 1.0821 -1.6116
C: -2.3937 0.9960 -1.8872
C: -2.9865 0.0897 -1.0179
C: -1.9563 -0.3539 -0.2125
N: -0.8230 0.2616 -0.5822
N: 1.1127 2.3215 -1.4406
C: 1.8496 3.4213 -1.5260
C: 2.9985 3.2849 -0.7411
C: 2.9040 2.0294 -0.1939
N: 1.7593 1.4559 -0.6369
H: -0.6117 3.0003 -2.6666
H: 0.3543 1.3585 -3.3467
H: -2.8149 1.5947 -2.6768
H: -4.0224 -0.1921 -0.9672
H: -1.9576 -1.0463 0.6103
H: 1.5187 4.2319 -2.1533
H: 3.7792 4.0079 -0.5878
H: 3.5380 1.5141 0.5087
C: 7.7100 1.8151 -2.8811
C: 6.5688 0.9945 -2.3538
C: 6.6680 0.3295 -1.1319
C: 5.6240 -0.4408 -0.6506
C: 4.4636 -0.5330 -1.4075
C: 4.3300 0.1178 -2.6272
C: 5.3894 0.8761 -3.0898
S: 3.1624 -1.5173 -0.7964
O: 1.8745 -1.0557 -1.4933
O: 3.4441 -2.8958 -0.9745
O: 2.8689 -1.0607 0.6184
H: 8.5102 1.9023 -2.1491
H: 7.3768 2.8180 -3.1496
H: 8.1228 1.3577 -3.7815
H: 7.5771 0.4133 -0.5507
H: 5.7101 -0.9535 0.2993
H: 3.4124 0.0400 -3.1958
H: 5.2991 1.3884 -4.0396
C: -3.8545 -5.5507 3.9996
C: -2.7583 -5.0909 3.0812
C: -1.4214 -5.2618 3.4219
C: -0.4102 -4.7996 2.5925
C: -0.7497 -4.1859 1.3990
C: -2.0769 -4.0012 1.0309
C: -3.0703 -4.4544 1.8764
S: 0.5652 -3.5880 0.3811
C: 0.5135 -4.7635 -0.9609
O: 0.0229 -2.3074 -0.2740
H: -3.4773 -6.2343 4.7575
H: -4.6462 -6.0526 3.4437
H: -4.3027 -4.6966 4.5107
H: -1.1657 -5.7438 4.3567
H: 0.6287 -4.9041 2.8812
H: -2.3216 -3.5037 0.1001
H: -4.1094 -4.3165 1.6030
H: -0.4979 -4.8407 -1.3534
H: 0.8547 -5.7194 -0.5651
H: 1.2082 -4.3960 -1.7117

## Properties
2S+1 = 2
Kohn-Sham gap (alpha / beta) = 7.7430 / 5.4756 eV
Total charge = +1
ΔE to the lowest compared entry with this formula, charge and spin = 184.1 kJ/mol
<S²> = 0.76

Results of the Mulliken charge analysis, in e, for atoms 1 through 8: atom 1 (Ir): 2.71, atom 2 (F): -0.18, atom 3 (C): 0.47, atom 4 (F): -0.19, atom 5 (F): -0.18, atom 6 (S): 1.24, atom 7 (O): -0.91, atom 8 (O): -0.69